Entry from OMol25: a 2-piece molecular cluster, C3H4O2S overall at a distorted geometry (wB97M-V/def2-TZVPD).

Structure (XYZ):
```
10
Properties=species:S:1:pos:R:3:forces:R:3:lowdin_charge:R:1
C -2.647 0.548 -0.120 0.078 -0.090 0.146 -0.482
C 0.183 -0.466 0.490 -0.004 -0.695 -0.237 -0.561
C 1.288 0.489 0.278 -0.044 0.095 -0.219 -0.244
O -3.322 0.050 0.656 -1.047 -0.744 1.144 0.214
O -1.988 1.056 -0.906 0.983 0.856 -1.297 0.191
S 0.289 -1.944 -0.242 -0.115 0.399 0.269 0.790
H 0.919 1.512 0.328 0.053 0.081 0.029 0.065
H 1.874 0.345 -0.638 0.034 -0.041 0.028 0.060
H 1.955 0.351 1.133 0.058 0.041 0.132 0.085
H 1.449 -1.941 -0.979 0.004 0.098 0.005 -0.117
```
Forces are in eV/Å.

Results
Relative energy (zero: lowest compared OMol25 entry of this formula, charge and spin)   43.34 kcal/mol
Total energy   -665.31657 a.u.
Highest occupied orbital energy   -8.889 eV
Net charge   0